1.
Density functional theory data (ωB97M-V with the def2-TZVPD basis set) for a molecular structure, C31H29ClEuF4N3PS.

Calculated values
* frontier orbital gap (spin up / spin down): 7.13 / 7.54 eV
* LUMO level (spin up / spin down): 0.329 / 0.332 eV
* HOMO (spin up / spin down): -6.801 / -7.209 eV

```
! wB97M-V def2-TZVPD RIJCOSX def2/J DEFGRID3
* xyz 0 8
H 0.99231 1.69794 3.83487
C -1.94738 -0.52492 -4.99533
Eu -0.60426 0.90378 0.18801
C 2.17362 2.76291 0.45179
H 4.22302 3.05115 -0.28495
C -2.02770 -2.29801 4.40245
C -1.68931 1.27954 4.92997
H 3.78358 0.47345 0.42517
H -3.59143 -1.96682 -4.93881
H 2.58603 0.63519 1.70270
H 2.59297 -1.39617 -0.58223
C -1.01063 0.19149 -4.31535
C -1.85106 0.83193 3.62344
H 4.12049 2.63694 1.43262
C -0.85079 3.70452 2.05432
N -0.00646 0.72063 -2.04707
N 1.95718 1.41431 -0.11637
C 2.61013 0.71373 4.83587
H 0.79265 2.61183 -2.51630
H 1.68048 2.79859 1.42063
C -3.74749 2.51494 4.82392
C 0.72846 -0.44584 3.85000
P -0.73357 -0.36180 2.76632
H -2.46934 2.45924 6.54178
C 2.28589 1.37260 -1.55817
H 2.63525 -1.67976 1.16084
C -2.99233 1.25686 2.94946
H -3.70194 -5.16178 3.69499
H -4.47529 3.17800 5.27887
C -2.86412 -1.40580 -4.37123
H -4.79749 2.39543 2.94254
N -0.91448 2.91828 1.18561
H 3.02869 2.14022 -1.80318
C 2.24937 -1.01969 0.38196
F -2.02144 -0.37339 -6.33721
F -3.60275 -2.30937 -2.29789
C 1.08965 1.55592 -2.49191
H -3.04834 -4.50487 1.40006
H 2.91790 -2.63584 5.23782
H 1.16817 -1.11975 0.38469
C 3.63143 3.18839 0.62495
C -2.76161 -3.89117 2.24577
Cl -3.27699 0.72310 1.29241
F -0.21688 1.02709 -5.01259
C 3.15732 -0.50203 5.23091
C -3.93512 2.08432 3.51765
H 3.11950 1.64351 5.06752
C -0.87439 0.10788 -2.89462
C -3.12657 -4.25673 3.53020
C 1.40751 0.74159 4.14460
H 4.09678 -0.52553 5.77353
C -2.62820 2.11170 5.52792
C -2.02415 -2.72620 2.03830
H 1.64741 3.47046 -0.18702
H -1.74448 -2.44524 1.02934
H -1.74768 -1.67785 5.24952
C -1.65500 -1.91991 3.11031
H -3.03615 -3.74660 5.61950
F -1.77565 -0.91865 -0.93395
S -0.75029 4.76588 3.30276
H 1.43638 1.30662 -3.49477
H 3.66651 4.24870 0.88358
H 2.73390 0.40475 -1.77800
H 0.77254 -2.58623 4.02130
H -0.81790 0.97395 5.49440
C -2.76383 -1.50331 -2.97455
C -1.83375 -0.79333 -2.29867
C -2.75410 -3.46045 4.61237
C 2.71210 0.40711 0.64486
C 2.49483 -1.68499 4.93245
C 1.28425 -1.65791 4.24608
*
```

Atomic charges from the Mulliken analysis, expressed in e, are listed below: number 1, H, carries 0.5009; number 2, C, carries 0.1785; number 3, Eu, carries 0.9707; number 4, C, carries -0.5663; number 5, H, carries 0.3030; number 6, C, carries -0.3011; number 7, C, carries -0.1959; number 8, H, carries 0.3798; number 9, H, carries 0.4978; number 10, H, carries 0.2276; number 11, H, carries 0.4164; number 12, C, carries 0.3395; number 13, C, carries -0.0073; number 14, H, carries 0.2611; number 15, C, carries 0.2220; number 16, N, carries -0.1924; number 17, N, carries 1.0745; number 18, C, carries -0.8178; number 19, H, carries 0.2102; number 20, H, carries 0.0299; number 21, C, carries -0.5544; number 22, C, carries 0.4130; number 23, P, carries 1.3639; number 24, H, carries 0.4053; number 25, C, carries -0.9830; number 26, H, carries 0.3878; number 27, C, carries 0.6781; number 28, H, carries 0.3862; number 29, H, carries 0.3889; number 30, C, carries -0.7528; number 31, H, carries 0.4739; number 32, N, carries -0.5804; number 33, H, carries 0.2197; number 34, C, carries -1.0386; number 35, F, carries -0.3209; number 36, F, carries -0.3021; number 37, C, carries -0.9380; number 38, H, carries 0.4362; number 39, H, carries 0.4253; number 40, H, carries 0.0376; number 41, C, carries -1.3394; number 42, C, carries -0.6559; number 43, Cl, carries -0.2039; number 44, F, carries -0.3257; number 45, C, carries -0.6384; number 46, C, carries -0.5728; number 47, H, carries 0.4672; number 48, C, carries 0.1953; number 49, C, carries -0.4476; number 50, C, carries -0.6558; number 51, H, carries 0.3972; number 52, C, carries -0.7841; number 53, C, carries -0.3183; number 54, H, carries 0.5442; number 55, H, carries 0.2152; number 56, H, carries 0.3887; number 57, C, carries 0.2376; number 58, H, carries 0.4021; number 59, F, carries 0.2007; number 60, S, carries -0.3987; number 61, H, carries 0.5490; number 62, H, carries 0.4445; number 63, H, carries 0.4603; number 64, H, carries 0.4327; number 65, H, carries 0.3626; number 66, C, carries -0.0580; number 67, C, carries 0.1898; number 68, C, carries -0.7578; number 69, C, carries -0.5662; number 70, C, carries -0.6437; number 71, C, carries -0.7972

=====

2.
Density functional theory data (ωB97M-V with the def2-TZVPD basis set) for 2 unconnected molecules or ions with the total composition C5H15N2.

Calculated values
* frontier orbital gap: 8.89 eV
* LUMO level: -3.252 eV
* ΔE to the lowest compared entry with this formula, charge and spin: 1.3625 eV
* HOMO: -12.142 eV

```
! wB97M-V def2-TZVPD RIJCOSX def2/J DEFGRID3
* xyz 1 1
H 0.18509 -2.07369 0.84023
C 0.18525 -2.55426 -0.15816
C 0.41930 1.07697 1.53093
H 1.01529 -3.29712 -0.16506
C 0.33121 2.52414 -0.60077
C -0.23086 1.94090 0.69148
H -0.83390 0.06511 -2.01302
C 0.34477 -1.49347 -1.31800
H -1.20936 0.25527 2.72637
H 0.33484 -0.54993 2.75495
H 1.29514 -0.97066 -1.32191
H -0.75034 -3.15097 -0.17402
H 0.20409 -1.96242 -2.30666
H -1.60478 -0.91016 -0.96270
H -0.43784 0.14113 -0.38107
H 1.33677 2.13481 -0.84351
H 0.43091 3.61171 -0.51960
H 1.48869 0.85009 1.33266
N -0.14846 0.37844 2.65266
H -0.35569 2.28815 -1.43526
N -0.71005 -0.46891 -1.17449
H -1.29008 2.16486 0.84496
*
```

Atomic charges from the Mulliken analysis, expressed in e, are listed below: number 1, H, carries 0.1854; number 2, C, carries -0.9347; number 3, C, carries -0.1970; number 4, H, carries 0.3371; number 5, C, carries -0.8861; number 6, C, carries -0.4270; number 7, H, carries 0.4284; number 8, C, carries -0.3523; number 9, H, carries 0.2705; number 10, H, carries 0.2865; number 11, H, carries 0.3126; number 12, H, carries 0.3571; number 13, H, carries 0.3843; number 14, H, carries 0.3648; number 15, H, carries -0.0864; number 16, H, carries 0.2699; number 17, H, carries 0.3440; number 18, H, carries 0.3422; number 19, N, carries -0.5271; number 20, H, carries 0.2562; number 21, N, carries -0.0651; number 22, H, carries 0.3368

=====

3.
Density functional theory data (ωB97M-V with the def2-TZVPD basis set) for a molecular structure, C5H8N2O.

Calculated values
* frontier orbital gap: 10.77 eV
* LUMO level: 0.365 eV
* ΔE to the lowest compared entry with this formula, charge and spin: 3.6968 eV
* HOMO: -10.405 eV

```
! wB97M-V def2-TZVPD RIJCOSX def2/J DEFGRID3
* xyz 0 1
C 1.08427 0.22183 -0.34418
C -2.34894 0.75712 0.21679
C 3.37325 0.11602 0.14592
H -1.73718 1.48778 -0.22075
N 2.22094 -0.47288 -0.16373
H -2.82758 0.37657 -0.83546
H -3.03157 0.70529 1.02226
N 4.47953 0.52101 0.38149
H 2.30738 -1.35596 -0.15289
H -0.68745 0.02413 1.51933
H -1.57768 -1.47965 0.91183
C -1.12567 -0.25241 0.57291
H -0.11542 -1.55305 -0.78492
O 1.08402 1.50808 -0.31056
H -0.89573 -0.17955 -1.38899
C -0.20217 -0.42434 -0.56906
*
```

Atomic charges from the Mulliken analysis, expressed in e, are listed below: number 1, C, carries 0.5607; number 2, C, carries -1.2174; number 3, C, carries 0.4390; number 4, H, carries 0.4012; number 5, N, carries -0.1769; number 6, H, carries 0.2361; number 7, H, carries 0.4098; number 8, N, carries -0.4636; number 9, H, carries 0.1138; number 10, H, carries 0.3701; number 11, H, carries 0.2437; number 12, C, carries -0.3463; number 13, H, carries 0.2313; number 14, O, carries -0.6025; number 15, H, carries 0.3429; number 16, C, carries -0.5419

=====

4.
Density functional theory data (ωB97M-V with the def2-TZVPD basis set) for a molecular structure, C27H52ClFINO8P.

Calculated values
* frontier orbital gap: 8.02 eV
* LUMO level: 2.351 eV
* ΔE to the lowest compared entry with this formula, charge and spin: 15.2960 eV
* HOMO: -5.667 eV

```
! wB97M-V def2-TZVPD RIJCOSX def2/J DEFGRID3
* xyz -1 1
H -5.56995 -3.13053 0.06510
H -3.83203 -4.03231 0.97404
H 7.78655 1.79838 2.17974
H -5.25968 6.79177 -3.13104
H 4.51003 -1.76896 -3.12860
H -6.20751 -1.24391 2.94697
O -3.79220 -2.14881 3.99249
C 8.67222 0.75279 -0.48192
H -7.23057 -2.65576 2.01753
H 8.99119 3.62971 0.55285
H 10.61431 3.38103 1.49956
C 0.55921 -2.64472 -2.22127
H -2.22305 -3.51805 1.74615
C 1.92398 -3.39455 -2.73153
C -2.66133 -2.87426 -0.87423
H 9.17208 -0.39223 1.46445
H -2.64965 1.55362 1.21393
C -6.40643 -1.08705 0.57356
H -7.93101 -0.92385 2.25893
H -7.37161 -1.21706 -0.12403
I -5.65424 -1.73322 -2.30298
C 3.11000 -2.98714 -1.63521
C 8.96012 1.79736 2.06402
N -0.82845 -1.32258 1.99251
C -3.88119 0.96439 -0.55612
C -5.26434 -2.01162 -0.11597
H 5.83044 -2.40696 -0.76671
O -3.84443 -0.38260 1.56290
H -4.97922 1.34792 -0.69230
C 7.08414 0.43703 -0.21937
H 8.88230 1.86902 -0.84749
H 10.63481 0.70201 0.87304
C -4.36372 4.08675 -1.17456
H -0.39753 0.50741 7.66962
O -0.94506 -0.14350 -0.05676
C 9.46784 0.64681 0.98552
C -3.32764 -3.10989 1.54361
F -0.98088 -1.30676 4.54159
C -0.84404 -3.39544 -2.69660
H 9.11014 4.15696 2.36395
H -3.54421 -3.63186 -1.14622
C -4.03877 -2.99231 2.98964
C 6.33346 -0.31136 -1.51076
O -3.61109 -0.44156 -0.96070
H 0.00494 -0.48014 6.57684
H -3.38805 4.62135 -0.80948
H 7.03848 -0.26845 0.73971
C 5.22722 -1.40731 -0.98618
O 0.29957 -0.12028 7.42683
O -3.04295 1.87782 -1.37422
H -4.90948 3.66354 -0.22972
H 0.51606 -2.44054 -1.06264
P -3.42500 -1.62068 0.35829
O -1.40182 0.73583 3.34724
H 7.21322 -0.77377 -2.14653
C 3.99362 -1.67513 -2.08176
H 6.57443 1.44589 0.08493
H -4.83085 2.32894 -2.63364
H 2.24547 -2.85394 -3.74316
H 9.20441 0.01731 -1.23185
C -4.20858 7.28017 -1.16427
H -0.87849 -3.57767 -3.87392
H -1.82498 -3.57497 -0.38759
H -1.55298 -1.28217 -2.28656
H -4.39069 8.39651 -1.48116
H -4.48205 1.82264 1.46134
C -1.10644 -0.56659 3.22903
C -4.58902 6.20802 -2.37024
Cl -5.36237 -4.28457 3.39921
H 3.86082 -3.90840 -1.63424
H 2.67389 -2.75072 -0.56595
H -6.22432 0.06401 0.59867
C -2.05997 -2.32583 -2.26306
H -4.84831 7.01785 -0.19695
H 3.38206 -0.66249 -2.09956
O -5.29883 5.01263 -1.88380
H 4.78787 -0.98045 0.03392
H -3.23978 3.26949 -3.01261
H 0.56145 -1.56685 -2.73367
H -0.98235 -4.45466 -2.20526
H 1.82743 -4.54743 -2.90659
C 9.44194 3.32588 1.58922
H 5.84707 0.52430 -2.17653
H 9.44180 1.64547 3.14402
H -3.62391 5.85988 -2.97323
H -2.79899 -2.35642 -3.20063
C -3.89228 2.81313 -2.12871
H -0.47632 -2.28275 2.08144
H -3.07678 7.10117 -0.86822
C -3.69063 1.03827 1.10439
C -6.92013 -1.52871 2.06376
C -1.61835 -0.99323 0.77577
*
```

Atomic charges from the Mulliken analysis, expressed in e, are listed below: number 1, H, carries 0.5000; number 2, H, carries 0.5897; number 3, H, carries 0.2017; number 4, H, carries 0.2752; number 5, H, carries 0.2991; number 6, H, carries 0.1724; number 7, O, carries -0.4844; number 8, C, carries -0.3279; number 9, H, carries 0.2137; number 10, H, carries 0.2284; number 11, H, carries 0.2407; number 12, C, carries -0.0707; number 13, H, carries 0.3831; number 14, C, carries -0.4730; number 15, C, carries -0.9871; number 16, H, carries 0.2803; number 17, H, carries 0.1941; number 18, C, carries 0.0261; number 19, H, carries 0.3852; number 20, H, carries 0.4706; number 21, I, carries -0.0369; number 22, C, carries -0.3923; number 23, C, carries -0.3444; number 24, N, carries 0.1880; number 25, C, carries -0.2544; number 26, C, carries -1.1717; number 27, H, carries 0.1979; number 28, O, carries -0.5259; number 29, H, carries 0.2404; number 30, C, carries -0.6002; number 31, H, carries 0.1329; number 32, H, carries 0.3339; number 33, C, carries -0.0123; number 34, H, carries 0.3142; number 35, O, carries -0.5806; number 36, C, carries -0.6776; number 37, C, carries -0.6768; number 38, F, carries -0.3027; number 39, C, carries -0.7373; number 40, H, carries 0.3030; number 41, H, carries 0.1022; number 42, C, carries 0.1447; number 43, C, carries -0.4583; number 44, O, carries -0.4369; number 45, H, carries 0.3532; number 46, H, carries 0.1712; number 47, H, carries 0.3126; number 48, C, carries -0.5331; number 49, O, carries -0.6725; number 50, O, carries -0.3148; number 51, H, carries 0.0205; number 52, H, carries -0.2078; number 53, P, carries 2.9247; number 54, O, carries -0.5239; number 55, H, carries 0.2600; number 56, C, carries -0.6219; number 57, H, carries 0.2034; number 58, H, carries 0.2334; number 59, H, carries 0.2472; number 60, H, carries 0.3174; number 61, C, carries -0.8282; number 62, H, carries 0.3316; number 63, H, carries 0.2746; number 64, H, carries 0.0837; number 65, H, carries 0.3022; number 66, H, carries 0.2694; number 67, C, carries 0.4582; number 68, C, carries -0.1670; number 69, Cl, carries -0.2400; number 70, H, carries 0.3015; number 71, H, carries 0.1784; number 72, H, carries -0.1209; number 73, C, carries -0.0550; number 74, H, carries 0.2148; number 75, H, carries 0.2136; number 76, O, carries -0.3850; number 77, H, carries 0.2820; number 78, H, carries 0.2721; number 79, H, carries 0.1918; number 80, H, carries 0.3139; number 81, H, carries 0.3346; number 82, C, carries -0.9153; number 83, H, carries 0.2862; number 84, H, carries 0.2996; number 85, H, carries 0.2067; number 86, H, carries 0.2079; number 87, C, carries -0.2891; number 88, H, carries 0.3484; number 89, H, carries 0.2287; number 90, C, carries -0.6976; number 91, C, carries -1.0803; number 92, C, carries -0.8572

=====

Results for M: 770.0 103.2 112.1 731.0 (in g/mol, following the order of the records).
Results for total energy: -99934.2355 -8401.3141 -10339.0293 -79328.9032 (in eV, following the order of the records).